C29H38Br2Ge2N3OPtS | ωB97M-V with the def2-TZVPD basis set

Summary:
- HOMO energy (eV) = -10.30
- total charge = +1
- LUMO (eV) = -3.41

Structure (XYZ):
```
77
C29H38Br2Ge2N3OPtS ωB97M-V with the def2-TZVPD basis set
Pt -0.822 -0.425 0.072
C -3.968 0.840 -1.298
C -4.131 0.069 -0.026
C -5.411 -0.042 0.556
C -5.584 -0.739 1.714
C -4.475 -1.349 2.335
C -4.534 -2.076 3.550
Br -6.183 -2.313 4.440
C -3.401 -2.602 4.097
C -2.163 -2.434 3.455
Br -0.615 -3.160 4.241
C -2.046 -1.755 2.262
O -0.881 -1.632 1.652
C -3.225 -1.196 1.700
N -3.074 -0.499 0.528
H -4.907 1.313 -1.579
H -3.661 0.179 -2.108
H -3.205 1.610 -1.188
H -6.248 0.436 0.069
H -6.562 -0.829 2.166
H -3.443 -3.148 5.028
C -0.636 4.230 1.383
C -1.237 2.835 1.173
Ge 0.105 1.426 1.433
C 0.197 0.801 3.277
C 0.643 1.938 4.202
C 1.808 1.841 0.608
C 2.446 0.901 -0.092
Ge 1.586 -0.878 -0.133
C 2.099 -2.033 1.369
C 3.578 -1.997 1.753
C 1.843 -1.798 -1.858
C 3.063 -2.721 -1.893
C 3.676 1.193 -0.863
C 3.746 2.341 -1.654
C 4.886 2.626 -2.389
C 5.977 1.769 -2.344
C 5.917 0.621 -1.566
C 4.771 0.331 -0.842
H -1.403 5.000 1.287
H 0.138 4.442 0.644
H -0.188 4.338 2.371
H -1.655 2.751 0.168
H -2.052 2.646 1.876
H 0.887 -0.041 3.323
H -0.786 0.422 3.566
H 1.612 2.345 3.906
H 0.740 1.581 5.227
H -0.077 2.758 4.211
H 2.229 2.844 0.689
H 1.787 -3.047 1.105
H 1.474 -1.750 2.214
H 4.220 -2.375 0.956
H 3.759 -2.616 2.633
H 3.905 -0.984 1.997
H 1.908 -1.038 -2.642
H 0.941 -2.387 -2.050
H 3.991 -2.159 -1.790
H 3.116 -3.263 -2.838
H 3.027 -3.461 -1.092
H 2.890 3.004 -1.701
H 4.924 3.519 -2.999
H 6.868 1.992 -2.915
H 6.764 -0.050 -1.523
H 4.737 -0.562 -0.230
S -0.520 0.895 -1.819
C -1.179 0.015 -3.108
N -1.030 0.371 -4.387
C -1.846 -0.461 -5.272
C -2.089 -1.684 -4.381
N -1.917 -1.102 -3.045
H -0.648 1.266 -4.645
H -1.313 -0.707 -6.186
H -2.779 0.047 -5.523
H -1.340 -2.461 -4.552
H -3.083 -2.105 -4.504
H -1.938 -1.655 -2.204
```

***

C15H40CrF14NO19P2S7 | ωB97M-V with the def2-TZVPD basis set

Summary:
- HOMO energy (spin up / spin down) (eV) = -10.98 / -11.08
- total charge = 0
- LUMO (spin up / spin down) (eV) = -3.73 / -2.44
- spin multiplicity = 4

Structure (XYZ):
```
99
C15H40CrF14NO19P2S7 ωB97M-V with the def2-TZVPD basis set
Cr -9.376 16.458 18.977
P -10.149 19.957 20.267
F -11.485 19.189 20.752
F -9.735 18.493 19.691
F -11.068 20.289 18.925
F -8.811 20.737 19.679
F -10.551 21.377 20.903
F -9.414 19.632 21.616
P -6.905 13.998 18.241
F -6.620 15.144 17.103
F -7.946 15.029 18.941
F -8.108 13.411 17.317
F -7.278 12.834 19.357
F -5.876 12.994 17.457
F -5.686 14.480 19.205
N -9.283 16.163 20.910
S -10.214 15.757 22.128
O -10.663 16.777 23.073
O -10.384 14.354 22.471
F -11.451 15.796 21.059
S -7.952 16.030 22.086
O -7.363 14.722 22.333
O -7.873 17.037 23.138
F -6.864 16.733 21.058
O -8.807 16.139 14.537
S -9.749 15.606 15.558
O -9.542 15.692 17.027
O -11.208 16.368 15.352
C -11.723 16.798 14.066
C -12.806 15.772 13.627
C -10.258 13.908 15.062
H -10.885 16.964 13.389
H -12.177 17.774 14.236
H -13.414 15.468 14.479
H -12.374 14.865 13.205
H -13.499 16.103 12.854
H -11.157 13.846 15.675
H -9.507 13.163 15.325
H -10.504 13.776 14.008
O -7.499 17.419 18.603
S -6.381 18.327 18.154
O -6.444 18.880 16.821
O -6.340 19.602 19.258
C -5.381 20.617 19.210
C -5.284 21.361 17.968
C -4.743 17.545 18.465
H -4.439 20.202 19.569
H -5.773 21.297 19.967
H -4.561 22.155 18.156
H -6.244 21.794 17.688
H -4.913 20.747 17.148
H -3.946 18.284 18.543
H -4.630 16.973 17.544
H -4.802 17.001 19.408
O -10.404 14.440 19.110
S -11.178 13.225 19.300
O -12.527 13.158 19.815
O -11.185 12.582 17.732
C -12.104 11.582 17.402
C -13.408 12.215 16.921
C -10.282 11.851 20.100
H -12.324 10.884 18.210
H -11.703 11.000 16.573
H -13.341 12.924 16.096
H -13.874 12.829 17.691
H -14.081 11.388 16.694
H -10.956 11.025 20.330
H -9.921 12.257 21.045
H -9.413 11.585 19.499
O -9.654 18.292 17.129
S -9.637 19.326 16.058
O -9.033 19.026 14.775
O -11.156 19.836 15.803
C -11.371 20.770 14.735
C -12.851 21.162 15.123
C -8.967 20.991 16.664
H -11.277 20.144 13.848
H -10.640 21.579 14.708
H -12.909 21.549 16.140
H -13.455 20.257 15.048
H -13.305 21.928 14.494
H -9.683 21.643 17.165
H -8.526 21.533 15.827
H -8.077 20.825 17.269
O -11.385 16.912 18.604
S -12.787 16.753 18.168
O -13.198 15.519 17.519
O -13.721 16.973 19.491
C -15.058 16.471 19.476
C -15.987 17.367 20.354
C -13.296 18.231 17.216
H -15.179 15.459 19.862
H -15.368 16.505 18.432
H -15.557 17.497 21.347
H -17.006 16.984 20.405
H -16.099 18.418 20.086
H -14.386 18.239 17.209
H -12.850 18.161 16.224
H -12.953 19.106 17.768
```